Computed, not measured: 2 unconnected molecules or ions with the total composition C22H29N3OS2, with ωB97M-V/def2-TZVPD.

Structure (XYZ):
```
57
Properties=species:S:1:pos:R:3:forces:R:3:lowdin_charge:R:1
C -2.470927 0.622662 2.848907 0.1 -0.1 0.1 -0.169
C -2.404512 -0.778682 2.191827 0.1 0.1 0.0 -0.168
C -0.905616 -1.102385 2.012801 0.6 0.4 0.4 -0.202
N -0.143428 0.013436 2.621215 -1.4 -0.1 0.1 -0.216
C 1.211614 0.040164 2.823816 -1.0 0.6 0.0 -1.404
S 2.157727 -1.230146 2.299566 0.3 -1.4 -0.7 0.523
S 1.900668 1.369337 3.561984 0.1 0.9 0.3 0.436
C -1.043099 1.179555 2.791829 0.6 -0.3 0.1 -0.204
H -3.185148 1.287921 2.345960 0.2 -0.2 0.1 0.100
H -2.795162 0.541231 3.893793 0.1 0.0 -0.2 0.104
H -2.896887 -1.529943 2.823097 0.2 0.2 -0.2 0.100
H -2.923927 -0.792322 1.225177 0.1 0.0 0.2 0.093
H -0.622170 -2.036872 2.501733 0.1 0.1 -0.1 0.090
H -0.618927 -1.176327 0.959830 -0.1 -0.2 -0.2 0.081
H -0.893561 1.844247 1.935575 -0.1 0.2 0.0 0.102
H -0.771498 1.730531 3.695754 0.0 -0.1 -0.2 0.073
C 0.987195 -3.511613 -2.511537 0.3 -0.2 0.2 0.011
N 0.459424 -2.172387 -2.793327 -0.3 1.4 -0.4 -0.013
C 0.884901 -0.913791 -2.391207 -2.1 -0.4 -1.8 -0.024
C 2.060439 -0.640205 -1.571469 2.4 1.7 1.5 -0.306
C 2.713025 -1.714485 -0.878111 0.5 -0.8 0.2 -0.095
C 4.018730 -1.657615 -0.497991 -1.1 0.4 -0.6 -0.005
C 4.724717 -2.747281 0.118175 0.5 -0.9 0.4 -0.213
C 6.118234 -2.861350 -0.039257 -0.7 0.3 -0.1 -0.026
C 6.788278 -3.975272 0.406547 0.2 -0.3 0.1 -0.084
C 6.098463 -4.990564 1.049048 0.1 0.0 0.0 -0.078
C 4.734256 -4.876074 1.259277 0.1 -0.2 0.1 -0.072
C 4.053193 -3.772869 0.807003 0.0 0.5 -0.4 -0.047
O 2.538871 0.502130 -1.497426 -0.8 -1.3 -0.3 0.051
N 0.075728 0.017356 -3.032515 0.1 -1.6 0.1 0.105
C 0.064997 1.525056 -2.920733 0.3 1.1 0.3 -0.503
C -1.103268 2.119855 -3.715345 -0.1 -0.7 -0.1 -0.048
C 1.371229 2.084592 -3.486983 0.3 -0.2 -0.2 -0.023
C -0.099197 1.894429 -1.445359 0.1 -0.4 0.2 -0.011
C -0.834399 -0.684773 -3.808136 0.5 -0.1 0.3 -0.006
C -0.599488 -2.010597 -3.660042 0.3 0.4 0.2 -0.015
H 0.650902 -4.211535 -3.274188 -0.2 0.3 -0.1 0.099
H 2.074077 -3.511886 -2.528387 -0.1 0.1 0.1 0.100
H 0.625976 -3.869817 -1.548509 0.1 0.1 0.0 0.111
H 2.157264 -2.609653 -0.683920 -0.1 -0.1 0.2 0.067
H 4.576211 -0.781026 -0.778780 0.2 0.3 0.0 0.130
H 6.650377 -2.088335 -0.567258 0.1 0.2 -0.1 0.112
H 7.848600 -4.073542 0.231050 0.1 0.0 0.0 0.103
H 6.622380 -5.873711 1.377085 0.1 -0.1 0.1 0.102
H 4.201246 -5.663826 1.766106 -0.1 -0.1 0.1 0.106
H 2.996884 -3.687580 0.986358 -0.3 0.1 0.1 0.075
H -2.054016 1.717423 -3.370927 -0.2 0.1 0.1 0.087
H -1.137120 3.202714 -3.603293 0.2 -0.1 0.2 0.099
H -1.000377 1.900341 -4.776037 0.0 0.1 -0.2 0.084
H 2.216717 1.740169 -2.898746 -0.2 0.2 -0.2 0.062
H 1.520511 1.749188 -4.512550 -0.1 0.1 -0.2 0.091
H 1.376491 3.173995 -3.473418 -0.3 0.0 0.0 0.099
H 0.744656 1.520330 -0.868260 -0.1 0.2 0.1 0.080
H -0.156659 2.974426 -1.312231 0.0 0.0 -0.2 0.103
H -1.008007 1.449164 -1.039849 -0.1 0.0 0.0 0.091
H -1.580293 -0.259667 -4.458966 0.2 0.3 0.3 0.127
H -1.118242 -2.818399 -4.147127 0.2 -0.2 0.2 0.134
```
Forces are in eV/Å.

- Energy above the lowest of the compared OMol25 structures with the same formula, charge and spin: 0.0 kcal/mol
- LUMO level: -1.803 eV
- Multiplicity: 1
- DFT total energy: -1891.49995 a.u.
- HOMO-LUMO gap: 3.52 eV

Computed, not measured: a molecular structure, C22H29N4O2PtS2, with ωB97M-V/def2-TZVPD.

Structure (XYZ):
```
60
Properties=species:S:1:pos:R:3:forces:R:3:lowdin_charge:R:1
Pt 1.916809 1.089420 -1.528075 0.0 0.0 -0.1 0.251
C -0.372570 -4.098502 -0.883645 0.0 0.0 0.0 -0.079
C -0.648795 -3.001271 0.136779 0.0 0.0 0.0 -0.268
N -1.366749 -1.856994 -0.408320 0.0 -0.1 0.0 -0.131
C -2.825330 -1.896502 -0.372833 0.0 0.0 0.0 -0.219
C -3.456698 -2.254524 -1.713824 0.0 0.0 0.0 -0.079
C -0.724408 -0.794559 -0.963669 -0.1 0.1 0.1 -0.689
S 0.981722 -0.899542 -1.094120 0.0 -0.1 0.0 0.617
N -1.548795 0.188226 -1.345579 0.0 0.0 0.0 0.094
C -1.163094 1.398682 -1.745500 0.0 0.0 0.0 -0.460
O -0.027588 1.900506 -1.841049 0.0 0.0 0.0 -0.224
C -2.303138 2.323300 -2.094256 0.0 0.0 0.0 -0.137
C -3.624225 1.887036 -2.079958 0.0 0.0 0.0 -0.035
C -4.655671 2.765317 -2.380616 0.0 0.0 0.0 -0.092
C -4.373214 4.087528 -2.696248 0.0 0.0 0.0 -0.105
C -3.056033 4.526618 -2.712229 0.0 0.0 0.0 -0.086
C -2.025013 3.648551 -2.414475 0.0 0.0 0.0 -0.018
H 0.206211 -4.901803 -0.423378 0.0 0.0 0.0 0.072
H 0.200760 -3.701262 -1.721016 0.0 0.0 0.0 0.059
H -1.299929 -4.527412 -1.267493 0.0 0.0 0.0 0.060
H 0.287081 -2.640556 0.560147 0.0 0.0 0.0 0.059
H -1.241751 -3.386849 0.967687 0.0 0.0 0.0 0.115
H -3.198266 -0.925372 -0.047225 0.0 0.0 0.0 0.097
H -3.098307 -2.630631 0.385809 0.0 0.0 0.0 0.114
H -3.160342 -1.525627 -2.467054 0.0 0.0 0.0 0.064
H -4.546268 -2.247979 -1.634198 0.0 0.0 0.0 0.070
H -3.145719 -3.244795 -2.048601 0.0 0.0 0.0 0.060
H -3.825829 0.855415 -1.825207 0.0 0.0 0.0 0.094
H -5.681470 2.417741 -2.367634 0.0 0.0 0.0 0.095
H -5.177976 4.774577 -2.928231 0.0 0.0 0.0 0.094
H -2.831056 5.557536 -2.955842 0.0 0.0 0.0 0.098
H -0.992862 3.971300 -2.418904 0.0 0.0 0.0 0.118
C 2.311480 -2.176899 4.629636 0.0 0.0 0.0 -0.076
C 2.216596 -2.105759 3.112548 0.0 0.0 0.0 -0.212
N 1.811802 -0.786989 2.637474 0.0 0.0 0.0 -0.045
C 2.784182 -0.067955 1.806643 0.0 0.0 0.0 -0.276
C 3.984505 0.437674 2.584927 0.0 0.0 0.0 -0.078
C 0.491290 -0.497233 2.723614 0.0 0.1 0.0 -0.419
O -0.324505 -1.313241 3.149301 0.0 0.0 0.0 0.036
C 0.005909 0.874537 2.345961 0.0 0.0 0.0 -0.108
C -1.246652 0.982803 1.758679 0.0 0.0 0.0 -0.011
C -1.747635 2.239229 1.470967 0.0 0.0 0.0 -0.051
C -0.991176 3.346549 1.826933 0.0 0.0 0.0 -0.144
N 0.191725 3.267598 2.430924 0.0 -0.1 0.0 0.075
C 0.674585 2.050077 2.666063 0.0 0.0 0.0 -0.089
H 2.621658 -3.175199 4.945662 0.0 0.0 0.0 0.069
H 1.341384 -1.960698 5.075070 0.0 0.0 0.0 0.068
H 3.038687 -1.454703 5.004409 0.0 0.0 0.0 0.068
H 1.500865 -2.847211 2.751881 0.0 0.0 0.0 0.109
H 3.184674 -2.322362 2.660154 0.0 0.0 0.0 0.117
H 2.291136 0.744286 1.281151 0.0 0.0 0.0 0.049
H 3.113859 -0.745485 1.015970 0.0 0.0 0.0 0.084
H 3.688439 1.148213 3.359998 0.0 0.0 0.0 0.064
H 4.660894 0.933893 1.889540 0.0 0.0 0.0 0.059
H 4.522308 -0.382166 3.068656 0.0 0.0 0.0 0.065
H -1.800593 0.082018 1.532323 0.0 0.0 0.0 0.104
H -2.703180 2.362338 0.978253 0.0 0.0 0.0 0.102
H -1.356553 4.347984 1.626230 0.0 0.0 0.0 0.101
H 1.640391 2.011058 3.157128 0.0 0.0 0.0 0.106
S 4.053640 1.225269 -1.416941 0.0 0.0 0.0 -0.378
```
Forces are in eV/Å.

- Energy above the lowest of the compared OMol25 structures with the same formula, charge and spin: 5.8 kcal/mol
- LUMO level: 2.608 eV
- Multiplicity: 1
- DFT total energy: -2141.04071 a.u.
- Charge: -1
- HOMO-LUMO gap: 5.89 eV

Which formula does entry 2 have?
C22H29N4O2PtS2

Which formula does entry 2 have?
C22H29N4O2PtS2